Entry from the Open Molecules 2025 dataset: 4 unconnected molecules or ions with the total composition C57H52O10P (ωB97M-V/def2-TZVPD).

Properties
max |F| = 4.2 eV/Å
multiplicity = 1
gap between HOMO and LUMO = 2.721 eV
total charge = -1
HOMO energy = -2.80 eV

XYZ file:
```
120
Properties=species:S:1:pos:R:3:forces:R:3
C -2.299 5.776 0.698 0.13 0.09 -0.93
C -1.411 4.585 0.309 -0.02 0.53 1.02
C -1.172 3.687 1.552 0.35 -0.40 -1.45
C -1.958 2.362 1.545 -0.41 0.32 0.83
C -3.090 2.373 2.598 0.85 -0.46 -0.28
C -3.532 0.959 3.016 -0.73 0.59 0.52
C -4.991 0.631 2.693 0.43 -0.87 -0.18
C -5.233 0.139 1.254 -0.73 0.23 -0.26
C -5.965 1.168 0.351 0.07 -0.28 0.33
C -7.344 0.694 -0.167 -0.46 0.65 -0.61
C -8.478 1.740 -0.058 0.43 0.49 1.47
C -8.004 3.073 -0.663 -0.83 -0.74 0.91
C -9.040 4.165 -0.646 1.41 -2.07 1.16
O -9.233 4.833 -1.569 -1.30 2.41 -2.69
O -9.797 4.412 0.538 0.25 -0.22 0.06
C -9.124 5.227 1.378 -3.34 -0.90 1.21
C -9.878 5.522 2.637 -0.30 -0.30 0.40
O -8.081 5.680 1.149 3.80 1.53 -1.02
P -8.814 1.861 1.694 -0.62 -1.04 -1.10
O -8.705 0.580 2.468 0.31 -0.05 0.24
H -2.248 6.526 -0.095 -0.24 0.06 -0.03
H -1.922 6.264 1.592 0.02 -0.06 0.21
H -3.343 5.509 0.839 -0.06 -0.08 0.13
H -1.819 4.024 -0.530 -0.18 -0.08 0.03
H -0.467 5.001 -0.040 0.16 -0.08 -0.01
H -1.384 4.278 2.439 -0.05 -0.10 0.19
H -0.106 3.448 1.569 0.06 0.00 0.15
H -2.375 2.118 0.567 0.08 0.12 -0.14
H -1.291 1.543 1.809 0.11 -0.07 -0.01
H -3.919 2.992 2.257 -0.17 -0.08 -0.05
H -2.667 2.876 3.468 -0.09 0.09 0.15
H -2.878 0.183 2.619 0.06 0.01 -0.24
H -3.424 0.889 4.103 0.06 0.01 0.07
H -5.302 -0.168 3.368 -0.03 -0.08 0.06
H -5.662 1.456 2.920 0.05 0.21 0.02
H -4.325 -0.237 0.777 0.21 0.09 0.15
H -5.903 -0.716 1.331 0.02 -0.16 -0.06
H -5.349 1.508 -0.486 0.14 -0.06 0.02
H -6.127 2.051 0.973 0.00 0.15 -0.05
H -7.682 -0.198 0.354 0.16 -0.15 0.09
H -7.276 0.447 -1.234 0.17 -0.21 -0.03
H -7.798 2.890 -1.714 0.15 0.25 -0.20
H -7.099 3.508 -0.201 0.04 0.06 -0.01
H -9.259 6.126 3.289 0.12 0.08 -0.03
H -10.120 4.592 3.151 -0.08 -0.06 -0.06
H -10.807 6.052 2.439 -0.11 -0.03 -0.16
H -10.149 2.332 1.846 0.37 0.39 0.13
H -8.006 2.879 2.334 -0.24 0.22 0.04
C 1.633 0.734 -3.452 0.07 -0.02 -0.03
C 2.770 0.113 -3.959 -0.06 0.01 0.02
C 4.004 0.731 -3.852 -0.05 -0.10 -0.04
C 4.108 1.978 -3.248 -0.05 0.11 0.04
C 2.961 2.611 -2.761 0.15 -0.05 -0.04
C 1.728 1.980 -2.856 -0.15 -0.08 -0.02
C 3.039 3.966 -2.154 -0.34 0.09 0.12
O 2.043 4.513 -1.728 0.06 0.04 0.00
C 4.366 4.639 -2.088 0.12 -0.06 -0.06
C 4.452 5.927 -1.575 0.04 0.18 0.07
C 5.680 6.559 -1.495 0.05 -0.05 -0.02
C 6.832 5.904 -1.921 -0.06 0.02 0.01
C 6.751 4.623 -2.438 0.13 0.12 0.02
C 5.518 3.989 -2.532 -0.12 0.03 0.03
C 5.443 2.624 -3.122 0.24 -0.18 -0.10
O 6.454 2.057 -3.493 -0.09 0.00 -0.01
H 0.670 0.245 -3.528 0.01 0.01 0.01
H 2.694 -0.856 -4.434 0.03 0.00 0.03
H 4.885 0.245 -4.242 0.03 0.08 0.02
H 0.842 2.465 -2.467 0.08 0.10 0.03
H 3.557 6.435 -1.241 -0.06 -0.13 -0.02
H 5.745 7.565 -1.100 0.00 -0.01 0.00
H 7.793 6.398 -1.852 -0.01 -0.01 0.00
H 7.645 4.114 -2.773 -0.09 -0.09 -0.04
C -1.190 -4.256 7.047 -0.03 0.05 -0.05
C -1.872 -3.161 6.523 0.04 -0.08 0.02
C -2.096 -3.069 5.160 -0.07 0.14 0.11
C -1.629 -4.066 4.313 0.11 -0.14 0.05
C -0.925 -5.153 4.835 -0.06 0.08 -0.10
C -0.717 -5.248 6.206 0.02 0.03 0.18
C -0.377 -6.207 3.938 0.16 -0.25 0.15
O 0.233 -7.156 4.391 -0.02 0.04 -0.03
C -0.585 -6.067 2.470 -0.06 0.13 -0.02
C -0.035 -7.010 1.610 0.06 -0.11 -0.14
C -0.232 -6.899 0.244 -0.05 0.06 0.00
C -0.989 -5.850 -0.269 0.04 -0.05 0.04
C -1.535 -4.905 0.582 -0.01 0.00 -0.20
C -1.328 -5.005 1.952 0.08 -0.12 0.08
C -1.894 -3.962 2.852 -0.21 0.30 -0.09
O -2.550 -3.046 2.407 0.04 -0.02 -0.04
H -1.023 -4.329 8.114 0.00 0.00 -0.01
H -2.231 -2.380 7.181 -0.01 -0.01 -0.01
H -2.632 -2.222 4.752 0.00 -0.07 -0.12
H -0.182 -6.097 6.612 0.02 -0.03 -0.13
H 0.550 -7.827 2.010 -0.04 0.05 0.12
H 0.201 -7.632 -0.424 -0.01 0.00 0.01
H -1.148 -5.769 -1.337 0.00 0.00 0.01
H -2.120 -4.086 0.184 -0.01 0.04 0.14
C 8.668 -0.358 -3.709 0.20 0.08 -0.01
C 9.943 -0.863 -3.466 -0.11 -0.07 -0.02
C 10.126 -2.220 -3.258 0.12 0.15 -0.01
C 9.034 -3.079 -3.281 -0.14 0.00 0.01
C 7.753 -2.568 -3.502 0.12 -0.11 0.02
C 7.579 -1.209 -3.726 0.00 0.11 -0.02
C 6.563 -3.460 -3.485 -0.32 0.17 -0.06
O 5.449 -3.017 -3.683 0.05 -0.04 -0.01
C 6.767 -4.909 -3.211 0.13 -0.04 0.04
C 5.665 -5.751 -3.135 -0.13 -0.13 0.01
C 5.841 -7.102 -2.894 0.07 -0.02 0.00
C 7.122 -7.622 -2.736 -0.05 0.04 -0.01
C 8.225 -6.787 -2.806 -0.02 -0.18 0.04
C 8.052 -5.428 -3.035 -0.11 0.09 -0.03
C 9.245 -4.537 -3.073 0.34 -0.09 0.05
O 10.363 -4.991 -2.934 -0.06 0.00 0.00
H 8.524 0.700 -3.879 -0.06 -0.02 0.03
H 10.794 -0.194 -3.440 -0.01 -0.01 -0.01
H 11.117 -2.613 -3.074 -0.06 -0.12 -0.01
H 6.592 -0.815 -3.908 -0.02 -0.08 0.06
H 4.669 -5.347 -3.261 0.07 0.12 -0.03
H 4.980 -7.755 -2.830 0.01 0.01 0.00
H 7.259 -8.680 -2.555 0.00 0.01 0.00
H 9.221 -7.190 -2.679 0.04 0.13 -0.01
```
Positions in Å, forces in eV/Å.